1.
Density functional theory data (wB97M-V/def2-TZVPD) for a 7-piece molecular cluster, C36H71F9O18 overall.

Calculated values
- DFT total energy (eV) = -99789.3987
- lowest unoccupied orbital energy (eV) = 0.511
- SMILES = CCOC(=O)C(F)(F)F.CCOC(=O)C(F)(F)F.CCOC(=O)C(F)(F)F.COCCOCCOC.COCCOCCOC.COCCOCCOC.COCCOCCOC
- relative energy (zero: lowest compared OMol25 entry of this formula, charge and spin) (kcal per mole) = 0.0
- charge = 0

The geometry in XYZ format:
```
134
Properties=species:S:1:pos:R:3:lowdin_charge:R:1
C -5.29794 -1.34051 6.83355 -0.06
C -4.91804 -2.15800 5.61040 -0.19
O -3.56681 -2.58875 5.75530 0.04
C -2.63175 -1.99193 5.04435 -0.40
O -2.79648 -1.11576 4.26359 0.17
C -1.22729 -2.62265 5.28286 -0.55
F -0.84591 -3.18384 4.13246 0.16
F -0.34519 -1.66650 5.56530 0.18
F -1.21325 -3.53563 6.23731 0.18
H -6.36637 -1.10056 6.78442 0.08
H -4.79817 -0.37778 6.93222 0.08
H -5.22298 -1.90535 7.76306 0.08
H -5.06844 -1.57752 4.70196 0.12
H -5.61195 -2.99634 5.58162 0.13
C -0.55809 -0.25728 -1.27959 -0.03
C 0.59721 -1.25357 -1.36359 -0.19
O 0.62663 -2.02562 -0.17162 0.04
C 1.60598 -2.89940 -0.04955 -0.39
O 2.43443 -3.10627 -0.88037 0.17
C 1.51611 -3.66094 1.28765 -0.53
F 0.26818 -3.75919 1.71447 0.17
F 2.08086 -4.86286 1.22396 0.17
F 2.24149 -2.98427 2.19895 0.16
H -0.55638 0.48782 -2.07228 0.06
H -0.35793 0.23127 -0.32346 0.06
H -1.56715 -0.66657 -1.23551 0.08
H 1.51797 -0.66954 -1.41567 0.12
H 0.58237 -1.91739 -2.22973 0.13
C -0.14973 -6.32388 4.46919 -0.06
C 1.21711 -5.97498 5.02817 -0.18
O 2.13412 -6.22816 3.94495 0.02
C 3.41911 -6.11596 4.17963 -0.41
O 3.92158 -5.74670 5.19851 0.17
C 4.33484 -6.50736 3.00096 -0.57
F 5.07061 -5.46464 2.63876 0.18
F 5.18085 -7.46377 3.38466 0.17
F 3.62788 -6.95680 1.97467 0.17
H -0.96480 -6.19661 5.18293 0.08
H -0.17501 -7.40032 4.28461 0.08
H -0.36421 -5.77780 3.55477 0.06
H 1.50140 -6.59236 5.87988 0.13
H 1.35012 -4.92290 5.28555 0.12
C -2.52755 -4.23787 0.20466 -0.12
O -3.76111 -4.91437 0.15958 -0.16
C -3.59282 -6.31675 0.22653 -0.20
C -3.07282 -6.93815 -1.07367 -0.20
O -1.69843 -6.69120 -1.19721 -0.14
C -1.11713 -7.18626 -2.36506 -0.21
C 0.32320 -6.76956 -2.56008 -0.23
O 1.14955 -7.16745 -1.50158 -0.16
C 2.47308 -6.69047 -1.61224 -0.10
H -1.81613 -4.59457 0.95354 0.07
H -2.62450 -3.16816 0.39672 0.09
H -2.00027 -4.31746 -0.74959 0.08
H -4.56666 -6.75281 0.44105 0.12
H -2.86880 -6.55495 1.01357 0.12
H -3.66333 -6.43075 -1.84754 0.13
H -3.28973 -8.01078 -1.06935 0.13
H -1.65614 -6.83698 -3.25891 0.13
H -1.19140 -8.28424 -2.38481 0.13
H 0.35920 -5.68270 -2.72521 0.13
H 0.66144 -7.20001 -3.51149 0.13
H 3.11391 -7.35153 -1.03063 0.09
H 2.52925 -5.70036 -1.14521 0.06
H 2.86299 -6.58807 -2.62867 0.09
C 5.64900 6.66483 2.54136 -0.11
O 4.33871 6.72765 2.04620 -0.19
C 3.33640 6.14617 2.83929 -0.19
C 3.25123 4.62308 2.70370 -0.19
O 2.68921 4.19360 1.48008 -0.14
C 2.21591 2.87108 1.49419 -0.19
C 0.86423 2.69211 2.15978 -0.18
O 0.32848 1.41296 1.82602 -0.20
C -0.82336 1.06331 2.52836 -0.13
H 6.33498 6.79385 1.69994 0.09
H 5.90944 5.64329 2.85179 0.08
H 5.87651 7.39527 3.31997 0.09
H 2.42652 6.55799 2.39444 0.13
H 3.32415 6.36658 3.91029 0.13
H 2.63270 4.23756 3.52286 0.12
H 4.24575 4.18927 2.87078 0.12
H 2.94331 2.16709 1.91662 0.14
H 2.15539 2.61668 0.43287 0.12
H 0.14411 3.41408 1.76006 0.13
H 0.88029 2.76361 3.25024 0.12
H -0.75801 1.04789 3.62295 0.09
H -1.07627 0.04330 2.23785 0.08
H -1.71277 1.66863 2.30892 0.09
C -1.80423 5.12671 -8.62445 -0.10
O -2.25672 4.43647 -7.46799 -0.18
C -1.27576 4.44471 -6.45064 -0.21
C -1.81973 4.01806 -5.11401 -0.19
O -2.36359 2.71853 -5.20215 -0.12
C -2.85673 2.27288 -3.95648 -0.19
C -3.72511 1.05714 -4.18840 -0.22
O -4.18501 0.56419 -2.95812 -0.19
C -5.03363 -0.56103 -3.09952 -0.10
H -1.41050 6.10171 -8.32830 0.08
H -2.66497 5.24182 -9.27642 0.09
H -1.03764 4.52437 -9.11770 0.09
H -0.88206 5.46518 -6.35705 0.12
H -0.43034 3.82688 -6.77499 0.13
H -2.62407 4.71374 -4.83405 0.13
H -1.07272 4.10026 -4.31746 0.10
H -3.43708 3.06497 -3.47391 0.14
H -1.98998 1.91856 -3.38296 0.12
H -3.13520 0.31348 -4.74176 0.13
H -4.58098 1.31166 -4.82765 0.13
H -4.49226 -1.29400 -3.70699 0.09
H -5.96183 -0.33324 -3.62867 0.09
H -5.22603 -0.96517 -2.11190 0.09
C 2.09252 2.52855 -2.92370 -0.08
O 1.01196 3.43105 -3.10098 -0.19
C 0.36364 3.83681 -1.91593 -0.20
C 1.06244 4.93310 -1.14656 -0.19
O 0.93449 6.19632 -1.76106 -0.10
C 1.36820 7.26048 -0.96662 -0.20
C 2.89229 7.35510 -0.86976 -0.22
O 3.48411 7.68564 -2.09722 -0.17
C 3.35105 9.04033 -2.47983 -0.10
H 2.91189 3.07841 -2.44659 0.09
H 2.42437 2.21507 -3.90749 0.09
H 1.80365 1.70801 -2.26389 0.07
H 0.09757 2.96189 -1.31014 0.12
H -0.60513 4.21209 -2.26037 0.12
H 2.13277 4.70955 -1.08862 0.11
H 0.63847 4.97351 -0.13577 0.12
H 0.95336 7.27028 0.05274 0.12
H 1.01806 8.20283 -1.39475 0.11
H 3.25474 6.40608 -0.46771 0.11
H 3.18126 8.04794 -0.06701 0.12
H 3.90581 9.67872 -1.78841 0.09
H 2.32318 9.37888 -2.61845 0.08
H 3.83873 9.08416 -3.45253 0.09
```

=====

2.
Density functional theory data (wB97M-V/def2-TZVPD) for a 2-piece molecular cluster, C4H7N2 overall.

Calculated values
- DFT total energy (eV) = -7231.3730
- lowest unoccupied orbital energy (eV) = -4.274
- relative energy (zero: lowest compared OMol25 entry of this formula, charge and spin) (kcal per mole) = 100.7
- charge = +1

The geometry in XYZ format:
```
13
Properties=species:S:1:pos:R:3:lowdin_charge:R:1
C 0.82708 1.13175 0.22301 -0.03
C 0.34626 0.34516 -0.99208 -0.02
C -2.23687 -0.39846 0.43464 -0.02
C 1.18958 -0.21099 0.03843 -0.29
N -3.34159 -0.16856 0.23366 0.11
N 1.77333 -1.22066 0.44281 0.30
H 1.59473 2.01347 0.29656 0.19
H 0.11233 1.06936 1.07088 0.13
H 0.67513 0.86983 -1.93043 0.16
H -0.60927 0.02598 -1.02974 0.00
H -4.35085 -0.03314 0.14151 0.11
H 2.36811 -1.41025 1.27408 0.19
H 1.65204 -2.01349 -0.20333 0.18
```

=====

3.
Density functional theory data (wB97M-V/def2-TZVPD) for C6H9N as an isolated structure.

Calculated values
- DFT total energy (eV) = -7853.5315
- lowest unoccupied orbital energy (eV) = 0.643
- relative energy (zero: lowest compared OMol25 entry of this formula, charge and spin) (kcal per mole) = 106.7
- charge = 0

The geometry in XYZ format:
```
16
Properties=species:S:1:pos:R:3:lowdin_charge:R:1
C 0.64274 -0.89597 -2.20638 -0.06
C 0.01396 -0.61311 -0.87407 -0.38
C -0.11612 -1.45138 0.21614 -0.06
C 0.42189 0.74817 1.77771 0.01
C -0.79052 -0.58448 1.14058 -0.20
C -0.96901 0.74840 0.60913 -0.23
N -0.52906 0.67091 -0.67716 0.06
H 0.95003 -1.94161 -2.22311 0.07
H 1.53237 -0.27828 -2.38647 0.07
H -0.05400 -0.72198 -3.03584 0.07
H 0.15650 1.67876 2.26944 0.07
H 1.25210 0.84866 1.08540 0.09
H 0.72034 0.04765 2.56178 0.09
H -1.25589 -0.87103 2.07988 0.11
H -1.62991 1.55334 0.92035 0.14
H -0.39721 1.47295 -1.26775 0.15
```

=====

Q: Which of these has the lowest lowest unoccupied orbital energy?
A: C4H7N2